Computed, not measured: C17H23FN5SSiSr as an isolated structure at a distorted geometry, with ωB97M-V with the def2-TZVPD basis set.

Calculated values
**F_max**: 0.0421 Eh/bohr
**HOMO-LUMO gap**: 5.7 eV
**HOMO level**: -9.4 eV
**Total charge**: +1

Each line ends with the Mulliken charge.
CARTESIAN COORDINATES (ANGSTROEM)
Sr1 0.72 -0.85 -1.18  2.1279
C1 -0.84 2.88 -3.78  -2.1193
C2 -0.59 1.79 -2.77  0.5463
N1 0.58 1.42 -2.39  0.1673
N2 1.68 2.05 -2.81  -0.5163
C3 2.94 1.67 -2.46  0.6373
N3 3.93 2.53 -2.76  -0.4134
S1 3.32 0.21 -1.76  -0.4952
C4 -1.74 1.12 -2.15  0.8834
C5 -2.92 1.82 -1.90  -0.7522
C6 -3.98 1.17 -1.30  -0.4613
C7 -3.85 -0.18 -1.00  -0.7177
C8 -2.64 -0.81 -1.28  -0.1083
N4 -1.61 -0.18 -1.82  -0.5702
H1 -0.20 2.73 -4.65  0.5530
H2 -0.64 3.86 -3.36  0.4184
H3 -1.87 2.86 -4.13  0.4893
H4 1.58 2.92 -3.34  0.2815
H5 3.76 3.48 -3.05  0.1966
H6 4.87 2.26 -2.53  0.2321
H7 -3.00 2.87 -2.14  0.4031
H8 -4.89 1.70 -1.07  0.4699
H9 -4.67 -0.74 -0.56  0.4414
H10 -2.50 -1.86 -1.07  0.4915
C9 0.50 1.76 1.17  -0.8360
Si1 0.49 0.21 2.30  -0.2057
C10 2.11 0.26 3.32  -1.0886
C11 -1.10 0.30 3.35  -1.0603
N5 0.45 -1.08 1.14  -0.3841
C12 0.46 -2.39 1.49  0.6699
C13 0.51 -2.88 2.82  -0.1971
C14 0.55 -4.23 3.09  -1.0689
C15 0.54 -5.18 2.08  -0.4603
C16 0.48 -4.75 0.76  -0.8553
C17 0.43 -3.40 0.52  0.6486
F1 0.37 -2.97 -0.83  -0.5800
H11 0.49 2.66 1.77  0.4722
H12 -0.37 1.77 0.52  0.0862
H13 1.40 1.78 0.56  0.0733
H14 2.14 1.14 3.95  0.3747
H15 2.97 0.31 2.65  0.3112
H16 2.24 -0.61 3.95  0.3505
H17 -1.09 1.17 4.00  0.3792
H18 -1.24 -0.57 3.98  0.3574
H19 -1.97 0.37 2.71  0.2937
H20 0.52 -2.17 3.62  0.3166
H21 0.60 -4.55 4.12  0.4040
H22 0.59 -6.23 2.30  0.3867
H23 0.47 -5.44 -0.07  0.4269

Computed, not measured: one molecule with the formula C17H23N3O3 at a distorted geometry, with ωB97M-V with the def2-TZVPD basis set.

Calculated values
**Energy relative to the best compared isomer or geometry (same formula, charge and spin)**: 24.4 kcal/mol
**F_max**: 0.0218 Eh/bohr
**HOMO-LUMO gap**: 9.7 eV
**SMILES**: Cc1occc1C(=O)NNC(=O)N[C@]12C[C@H]3C[C@H](C[C@H](C3)C1)C2
**HOMO level**: -9.1 eV
**Total charge**: 0

Each line ends with the Mulliken charge.
CARTESIAN COORDINATES (ANGSTROEM)
C1 3.45 -3.40 -1.12  -1.3028
C2 2.21 -3.92 -0.51  -0.0280
O1 1.82 -5.17 -0.80  -0.3489
C3 0.68 -5.41 -0.12  -0.6619
C4 0.31 -4.33 0.61  -0.6811
C5 1.31 -3.34 0.37  1.3723
C6 1.42 -1.98 0.91  0.5426
O2 2.23 -1.16 0.53  -0.6956
N1 0.49 -1.68 1.87  -0.0383
N2 0.49 -0.47 2.55  -0.4570
C7 0.11 0.72 1.93  0.3352
O3 0.38 1.77 2.47  -0.6602
N3 -0.64 0.56 0.82  -0.2386
C8 -1.04 1.66 -0.06  1.0718
C9 0.19 2.43 -0.57  -1.5028
C10 -0.26 3.55 -1.50  0.4777
C11 -1.01 2.95 -2.69  -1.4330
C12 -2.24 2.20 -2.18  0.4081
C13 -3.16 3.16 -1.43  -1.4576
C14 -2.40 3.75 -0.24  0.5392
C15 -1.17 4.51 -0.74  -1.3418
C16 -1.96 2.63 0.70  -1.5458
C17 -1.79 1.07 -1.25  -1.7454
H1 3.61 -2.38 -0.79  0.3021
H2 4.30 -4.01 -0.83  0.3128
H3 3.38 -3.43 -2.21  0.3157
H4 0.23 -6.38 -0.25  0.4424
H5 -0.56 -4.26 1.22  0.4310
H6 -0.11 -2.40 2.24  0.1972
H7 1.25 -0.33 3.20  0.3215
H8 -0.66 -0.36 0.41  0.3882
H9 0.86 1.74 -1.09  0.4247
H10 0.73 2.84 0.29  0.5583
H11 0.62 4.09 -1.86  0.2451
H12 -0.36 2.28 -3.25  0.4851
H13 -1.32 3.75 -3.37  0.4943
H14 -2.78 1.76 -3.03  0.2298
H15 -3.49 3.95 -2.10  0.4997
H16 -4.04 2.62 -1.08  0.4653
H17 -3.06 4.43 0.31  0.2314
H18 -1.48 5.33 -1.40  0.4717
H19 -0.63 4.94 0.11  0.5012
H20 -1.42 3.03 1.55  0.5272
H21 -2.83 2.08 1.07  0.4328
H22 -1.14 0.38 -1.79  0.6155
H23 -2.66 0.52 -0.89  0.4989

Computed, not measured: one molecule with the formula C17H23N3O3 at a distorted geometry, with ωB97M-V with the def2-TZVPD basis set.

Calculated values
**Energy relative to the best compared isomer or geometry (same formula, charge and spin)**: 49.8 kcal/mol
**F_max**: 0.0829 Eh/bohr
**HOMO-LUMO gap**: 8.6 eV
**SMILES**: CC[C@H](C)[C@H](NC(=O)[C@@H](N)Cc1c[nH]c2ccccc12)C(=O)O
**HOMO level**: -7.9 eV
**Total charge**: 0

Each line ends with the Mulliken charge.
CARTESIAN COORDINATES (ANGSTROEM)
C1 -2.56 -3.65 -0.01  -1.1266
C2 -1.14 -3.66 -0.75  -0.7623
C3 -0.25 -2.47 -0.44  0.1655
C4 0.14 -2.32 1.06  -1.3223
C5 -0.74 -1.09 -1.10  -0.3760
N1 0.36 -0.10 -1.21  0.1056
C6 0.35 0.76 -2.17  0.7196
O1 -0.48 0.90 -3.03  -0.7870
C7 1.56 1.72 -2.02  0.0193
N2 2.03 2.22 -3.29  -0.7235
C8 0.96 2.89 -1.24  -1.3743
C9 0.38 2.49 0.10  0.6168
C10 -0.98 2.62 0.35  -0.6353
N3 -1.23 1.99 1.54  0.1198
C11 -0.02 1.46 2.11  -0.1080
C12 0.23 0.67 3.24  -0.9978
C13 1.54 0.53 3.62  -0.5332
C14 2.63 1.01 2.78  -0.5835
C15 2.39 1.64 1.57  -0.0898
C16 0.99 1.88 1.20  0.5302
C17 -1.96 -0.37 -0.49  0.5362
O2 -2.39 -0.51 0.64  -0.5461
O3 -2.61 0.39 -1.40  -0.5989
H1 -3.12 -2.79 -0.30  0.2759
H2 -2.48 -3.57 1.13  0.2266
H3 -3.11 -4.52 -0.25  0.4697
H4 -1.40 -3.67 -1.84  0.3189
H5 -0.59 -4.64 -0.44  0.3508
H6 0.69 -2.69 -0.96  0.2557
H7 1.05 -1.69 1.25  0.3004
H8 0.30 -3.39 1.51  0.3735
H9 -0.70 -1.87 1.58  0.2849
H10 -1.04 -1.34 -2.15  0.3643
H11 1.02 -0.05 -0.45  0.1919
H12 2.42 1.28 -1.50  0.4117
H13 2.52 1.52 -3.85  0.2814
H14 1.32 2.53 -3.89  0.2611
H15 0.16 3.28 -1.81  0.4064
H16 1.71 3.77 -1.17  0.3613
H17 -1.87 3.02 -0.20  0.3321
H18 -2.18 1.92 1.94  0.2811
H19 -0.62 0.26 3.72  0.4823
H20 1.84 0.03 4.55  0.3704
H21 3.64 0.95 3.30  0.3083
H22 3.16 2.06 0.90  0.4106
H23 -1.92 0.60 -2.12  0.4322

Computed, not measured: one molecule with the formula C17H23N3OS, with ωB97M-V with the def2-TZVPD basis set.

Calculated values
**Energy relative to the best compared isomer or geometry (same formula, charge and spin)**: 0.0 kcal/mol
**F_max**: 0.0142 Eh/bohr
**HOMO-LUMO gap**: 8.6 eV
**SMILES**: O=C(CCCSc1nc2ccccc2[nH]1)NC1CCCCC1
**HOMO level**: -7.9 eV
**Total charge**: 0

Each line ends with the Mulliken charge.
CARTESIAN COORDINATES (ANGSTROEM)
O1 2.07 0.05 0.86  -0.6474
C1 1.80 1.17 0.45  0.4939
C2 2.87 2.10 -0.11  -1.0014
C3 2.56 2.66 -1.51  -0.6847
C4 2.10 1.60 -2.50  -0.3516
S1 3.16 0.11 -2.48  -0.2646
C5 2.01 -1.01 -1.81  -0.0531
N1 0.72 -0.92 -1.93  -0.5402
C6 0.22 -2.03 -1.29  0.7368
C7 -1.09 -2.46 -1.12  -0.5353
C8 -1.30 -3.62 -0.41  -0.6064
C9 -0.23 -4.36 0.11  -0.4936
C10 1.08 -3.97 -0.07  -1.0059
C11 1.29 -2.80 -0.77  0.4731
N2 2.43 -2.13 -1.15  0.0360
N3 0.56 1.69 0.48  0.1331
C12 -0.60 0.98 0.97  -0.0206
C13 -1.11 1.60 2.27  -0.9439
C14 -2.34 0.86 2.77  -0.6047
C15 -3.44 0.87 1.71  -0.9125
C16 -2.93 0.24 0.42  -0.6867
C17 -1.70 0.98 -0.10  -0.7876
H1 3.01 2.93 0.59  0.4058
H2 3.80 1.53 -0.15  0.4024
H3 3.47 3.14 -1.88  0.3704
H4 1.79 3.43 -1.45  0.3592
H5 2.12 2.00 -3.52  0.5369
H6 1.10 1.23 -2.28  0.0342
H7 -1.91 -1.90 -1.54  0.6093
H8 -2.30 -3.98 -0.26  0.3967
H9 -0.44 -5.27 0.66  0.3884
H10 1.90 -4.54 0.33  0.3916
H11 3.37 -2.32 -0.87  0.2181
H12 0.42 2.63 0.15  0.3670
H13 -0.27 -0.05 1.15  0.3232
H14 -0.32 1.57 3.02  0.3200
H15 -1.37 2.65 2.09  0.2940
H16 -2.07 -0.18 2.99  0.3362
H17 -2.70 1.32 3.69  0.3649
H18 -3.75 1.90 1.52  0.3547
H19 -4.31 0.32 2.07  0.3704
H20 -2.66 -0.80 0.60  0.2848
H21 -3.71 0.26 -0.34  0.3790
H22 -1.97 2.02 -0.33  0.4992
H23 -1.32 0.51 -1.00  0.2609

Computed, not measured: one molecule with the formula C17H23N7O4 at a distorted geometry, with ωB97M-V with the def2-TZVPD basis set.

Calculated values
**Energy relative to the best compared isomer or geometry (same formula, charge and spin)**: 0.0 kcal/mol
**F_max**: 0.0270 Eh/bohr
**HOMO-LUMO gap**: 8.4 eV
**SMILES**: CCOc1nc(NCCN2CCOCC2)nc(Nc2ccc([N+](=O)[O-])cc2)n1
**HOMO level**: -8.7 eV
**Total charge**: 0

Each line ends with the Mulliken charge.
CARTESIAN COORDINATES (ANGSTROEM)
C1 3.37 5.55 0.32  -1.2841
C2 2.80 4.19 -0.03  -0.2231
O1 1.40 4.21 0.27  -0.3966
C3 0.72 3.12 -0.01  0.5827
N1 1.34 2.07 -0.54  -0.5231
C4 0.55 1.02 -0.80  0.1119
N2 1.13 -0.02 -1.40  -0.1057
C5 0.48 -1.30 -1.58  -0.9948
C6 0.60 -2.17 -0.32  -0.9589
N3 2.00 -2.41 -0.01  0.4866
C7 2.55 -3.53 -0.75  -0.5878
C8 4.05 -3.62 -0.47  -0.7083
O2 4.31 -3.79 0.90  -0.3786
C9 3.75 -2.73 1.64  -0.6743
C10 2.25 -2.62 1.41  -0.6399
N4 -0.76 0.97 -0.54  -0.1732
C11 -1.26 2.07 -0.01  0.3884
N5 -2.59 2.16 0.31  -0.0265
C12 -3.60 1.24 0.23  0.4214
C13 -3.39 -0.09 -0.18  0.0643
C14 -4.45 -0.97 -0.24  -0.4968
C15 -5.73 -0.54 0.11  -0.1782
N6 -6.82 -1.46 0.05  0.9970
O3 -7.92 -1.06 0.37  -0.6333
O4 -6.59 -2.60 -0.31  -0.6245
C16 -5.95 0.77 0.53  -0.4959
C17 -4.89 1.65 0.59  -0.6679
N7 -0.58 3.18 0.27  -0.6518
H1 3.22 5.75 1.38  0.3196
H2 2.89 6.32 -0.26  0.3181
H3 4.44 5.56 0.11  0.3996
H4 3.27 3.39 0.55  0.3144
H5 2.93 3.96 -1.09  0.3271
H6 2.14 -0.02 -1.40  0.3113
H7 0.93 -1.79 -2.43  0.4476
H8 -0.57 -1.10 -1.79  0.3977
H9 0.03 -3.10 -0.46  0.3259
H10 0.16 -1.62 0.51  0.5202
H11 2.40 -3.37 -1.82  0.3403
H12 2.07 -4.48 -0.47  0.3371
H13 4.49 -4.49 -0.98  0.3594
H14 4.55 -2.70 -0.83  0.3314
H15 3.97 -2.94 2.69  0.3540
H16 4.23 -1.78 1.35  0.3209
H17 1.86 -1.76 1.97  0.4220
H18 1.76 -3.54 1.78  0.3215
H19 -2.83 3.07 0.67  0.2451
H20 -2.40 -0.39 -0.45  0.3104
H21 -4.30 -1.99 -0.55  0.4816
H22 -6.95 1.07 0.80  0.4822
H23 -5.06 2.66 0.91  0.3838

Computed, not measured: one molecule with the formula C17H23NO at a distorted geometry, with ωB97M-V with the def2-TZVPD basis set.

Calculated values
**Energy relative to the best compared isomer or geometry (same formula, charge and spin)**: 335.5 kcal/mol
**F_max**: 0.2925 Eh/bohr
**HOMO-LUMO gap**: 9.0 eV
**SMILES**: O=C(CCc1ccccc1)NCCC1=CCCCC1
**HOMO level**: -8.4 eV
**Total charge**: 0

Each line ends with the Mulliken charge.
CARTESIAN COORDINATES (ANGSTROEM)
O1 1.61 2.45 -0.82  -0.5092
C1 0.59 2.09 -0.62  0.6702
C2 -0.54 1.91 -1.70  -1.8856
C3 -2.17 1.84 -1.14  -1.3844
C4 -2.47 0.57 -0.48  0.4936
C5 -2.42 -0.50 -1.27  -1.3054
C6 -2.82 -1.81 -0.70  -1.0257
C7 -3.19 -1.72 0.76  -0.2385
C8 -3.34 -0.67 1.38  -0.7494
C9 -2.99 0.56 0.76  0.5704
N1 0.20 1.99 0.63  0.1278
C10 1.01 1.67 1.60  -1.5173
C11 1.14 0.26 2.36  -1.2084
C12 1.60 -0.43 0.89  0.7682
C13 0.71 -1.25 0.34  0.1541
C14 1.10 -2.14 -0.80  -0.8629
C15 2.25 -1.38 -1.48  -0.7875
C16 3.31 -1.26 -0.59  -0.5060
C17 3.03 -0.42 0.36  -0.6778
H1 -0.45 2.49 -2.43  1.0222
H2 -0.33 1.10 -2.21  0.6546
H3 -2.21 2.67 -0.46  0.3764
H4 -2.84 2.06 -1.91  0.5672
H5 -2.22 -0.51 -2.15  1.1125
H6 -2.74 -2.68 -1.09  0.6597
H7 -3.49 -2.65 1.50  0.1044
H8 -3.64 -0.51 2.25  0.6986
H9 -3.02 1.77 1.32  0.0976
H10 -0.79 1.41 0.80  0.1053
H11 1.86 2.21 1.44  1.0382
H12 0.60 2.60 2.35  0.3459
H13 2.01 0.50 3.01  0.3021
H14 0.25 0.05 2.81  0.4881
H15 -0.35 -1.31 1.01  -0.1834
H16 1.17 -3.09 -0.37  0.5283
H17 0.15 -2.07 -1.55  0.1045
H18 2.58 -2.34 -2.19  0.2088
H19 2.19 -0.52 -2.05  0.4405
H20 3.52 -2.31 0.20  0.1481
H21 4.38 -1.25 -0.94  0.3736
H22 3.06 0.80 -0.02  0.1736
H23 3.71 -0.19 1.18  0.5072

Computed, not measured: C17H24BBeClF5NO11P2S2 as an isolated structure at a distorted geometry, with ωB97M-V with the def2-TZVPD basis set.

Calculated values
**F_max**: 0.0286 Eh/bohr
**HOMO-LUMO gap**: 1.6 eV
**HOMO level**: -12.7 eV
**Total charge**: +2

Each line ends with the Mulliken charge.
CARTESIAN COORDINATES (ANGSTROEM)
C1 1.54 5.77 0.51  -1.1477
C2 1.43 4.34 1.05  -0.1213
S1 0.74 3.28 -0.22  0.0173
C3 1.01 1.64 0.48  -0.7774
C4 1.63 0.59 -0.44  1.6609
P1 3.18 1.18 -1.43  0.5020
O1 3.38 2.58 -0.67  -0.3540
Cl1 2.49 1.75 -3.22  -0.1656
C5 0.68 0.30 -1.59  -1.4827
O2 -0.23 0.97 -1.99  -0.4999
O3 1.01 -0.94 -2.06  -0.4880
C6 0.94 -1.76 -0.85  1.3235
C7 -0.54 -1.83 -0.47  -2.1267
C8 -1.50 -2.08 -1.64  -0.8142
C9 -2.95 -1.76 -1.20  -0.9081
C10 -3.43 -0.49 -1.91  -0.6865
N1 -4.51 0.20 -1.22  0.2839
C11 -4.45 1.52 -0.83  -0.3993
C12 -5.63 1.86 -0.23  -0.4339
C13 -6.42 0.72 -0.23  -0.3933
C14 -5.70 -0.29 -0.88  -0.3177
P2 1.60 -3.41 -1.47  0.4198
O4 3.03 -3.54 -1.28  -0.5810
O5 1.14 -3.41 -2.99  -0.4968
O6 0.71 -4.47 -0.69  -0.5355
C15 1.74 -0.89 0.22  0.9905
O7 1.16 -0.78 1.48  -0.2750
B1 0.68 -1.79 2.37  0.3064
O8 1.52 -2.44 3.22  -0.5435
O9 -0.67 -1.89 2.45  -0.5818
S2 3.50 -1.40 0.58  0.7749
O10 3.51 -2.67 1.24  -0.5376
O11 4.29 -1.16 -0.60  -0.5700
C16 4.19 -0.17 1.84  0.7583
F1 3.78 1.07 1.49  -0.2294
F2 5.50 -0.26 1.60  -0.2407
C17 3.99 -0.32 3.38  0.6981
F3 4.18 -1.57 3.79  -0.1910
F4 2.77 0.12 3.73  -0.2282
F5 4.89 0.48 3.95  -0.2464
H1 2.54 5.98 0.15  0.3225
H2 0.86 5.92 -0.34  0.3170
H3 1.25 6.49 1.27  0.3598
H4 0.78 4.31 1.92  0.4502
H5 2.40 3.94 1.35  0.1722
H6 0.00 1.28 0.72  0.5536
H7 1.58 1.79 1.39  0.3997
H8 4.14 3.09 -0.99  0.3277
H9 -0.68 -2.63 0.25  1.0233
H10 -0.82 -0.93 0.09  0.5756
H11 -1.44 -3.12 -1.96  0.4952
H12 -1.25 -1.45 -2.49  0.5821
H13 -3.58 -2.60 -1.47  0.5092
H14 -2.99 -1.63 -0.11  0.5092
H15 -2.61 0.22 -2.00  0.3159
H16 -3.78 -0.75 -2.91  0.1983
H17 -3.58 2.13 -0.99  0.4763
H18 -5.88 2.83 0.17  0.4170
H19 -7.42 0.59 0.16  0.3288
H20 -5.97 -1.31 -1.09  0.4251
H21 0.46 -4.04 -3.25  0.3957
H22 0.11 -5.02 -1.21  0.3865
H23 1.81 -3.32 2.94  0.3505
H24 -0.93 -2.54 3.11  0.2975
Be1 -9.23 1.74 0.07  0.4484

Computed, not measured: C17H24BrCoNO8S as an isolated structure, with ωB97M-V with the def2-TZVPD basis set.

Calculated values
**F_max**: 0.0072 Eh/bohr
**HOMO-LUMO gap (alpha / beta)**: 5.1 / 7.0 eV
**Multiplicity**: 4
**HOMO level (alpha / beta)**: -4.8 / -6.7 eV
**Total charge**: 0

Each line ends with the Mulliken charge.
CARTESIAN COORDINATES (ANGSTROEM)
Co1 -0.26 -0.56 0.93  0.6121
C1 1.03 -0.88 -1.94  -0.5049
C2 2.22 -0.37 -1.17  -0.8545
O1 1.82 -0.11 0.17  0.5216
C3 2.86 0.03 1.11  -0.7008
C4 2.31 -0.37 2.47  -0.7138
O2 1.00 0.13 2.71  -0.3381
C5 0.88 1.53 2.92  -0.6203
C6 0.50 2.27 1.65  -0.6038
O3 -0.70 1.69 1.16  -0.2058
C7 -1.15 2.29 -0.05  -0.5096
C8 -2.44 1.60 -0.44  -0.7867
O4 -2.27 0.20 -0.36  -0.3593
C9 -2.25 -0.60 -1.52  -0.1037
C10 -1.19 -0.15 -2.52  -0.9100
O5 0.03 0.13 -1.89  -0.1370
H1 0.66 -1.81 -1.50  0.2600
H2 1.33 -1.06 -2.98  0.4610
H3 2.61 0.55 -1.62  0.2716
H4 3.00 -1.14 -1.18  0.4530
H5 3.24 1.07 1.10  0.2657
H6 3.70 -0.63 0.86  0.5490
H7 2.99 -0.04 3.26  0.5045
H8 2.20 -1.45 2.51  0.2069
H9 1.81 1.95 3.32  0.4320
H10 0.09 1.66 3.65  0.3574
H11 1.28 2.19 0.88  0.1960
H12 0.34 3.33 1.88  0.5120
H13 -0.38 2.17 -0.82  0.1921
H14 -1.34 3.36 0.11  0.4673
H15 -2.76 1.92 -1.43  0.3790
H16 -3.23 1.85 0.28  0.4340
H17 -3.24 -0.59 -2.01  0.3684
H18 -2.37 -2.68 -1.53  0.3239
H19 -1.52 0.76 -3.02  0.4041
H20 -1.09 -0.92 -3.29  0.4540
O6 -3.62 -2.57 0.80  -0.7576
S1 -2.22 -2.22 0.66  0.6285
N1 -1.92 -1.93 -1.01  -0.1641
Br1 -0.45 -8.69 -0.69  -0.2343
C11 0.55 -7.12 -0.29  0.0469
C12 1.94 -7.19 -0.34  -0.6252
C13 2.66 -6.03 -0.05  -0.4117
C14 2.02 -4.86 0.28  -0.8939
C15 0.60 -4.79 0.33  0.9269
C16 -0.14 -5.98 0.04  -0.5547
C17 -0.02 -3.57 0.64  -0.0267
O7 -1.45 -3.63 0.65  -0.3426
O8 0.54 -2.47 0.90  -0.5218
H21 2.43 -8.12 -0.60  0.3949
H22 3.74 -6.06 -0.08  0.3789
H23 2.59 -3.97 0.51  0.2941
H24 -1.21 -5.98 0.07  0.5847